Entry 1:
The molecule C15H22Cl2N2O at a distorted geometry. Source: the Open Molecules 2025 dataset; level of theory: ωB97M-V with the def2-TZVPD basis set.

Each line ends with the Mulliken charge.
Element x y z (Å)
C (-0.928, -3.795, -2.195)  -0.98
N (-0.946, -2.506, -1.480)  -0.32
C (0.224, -2.266, -0.616)  -1.15
C (0.216, -0.878, 0.065)  -0.04
C (1.528, -0.481, 0.843)  0.60
C (2.049, -1.615, 1.714)  -1.66
C (2.655, -0.050, -0.114)  -1.47
N (-1.019, -0.673, 0.875)  0.47
C (-1.421, -1.692, 1.835)  -1.23
C (-2.015, 0.258, 0.536)  0.59
O (-3.097, 0.348, 1.127)  -0.66
C (-1.934, 1.252, -0.633)  -1.17
C (-1.042, 2.420, -0.401)  0.74
C (-1.062, 3.100, 0.818)  -0.51
C (-0.251, 4.241, 0.998)  -0.57
C (0.648, 4.596, 0.009)  0.06
Cl (1.798, 5.927, 0.303)  -0.20
C (0.684, 3.881, -1.184)  0.21
Cl (1.872, 4.358, -2.370)  -0.20
C (-0.210, 2.832, -1.430)  -0.50
H (-0.073, -3.897, -2.866)  0.30
H (-1.834, -3.947, -2.782)  0.33
H (-0.805, -4.601, -1.501)  0.37
H (-1.836, -2.434, -0.960)  0.22
H (1.099, -2.353, -1.254)  0.64
H (0.318, -3.043, 0.151)  0.44
H (0.189, -0.204, -0.781)  -0.01
H (1.323, 0.346, 1.517)  0.31
H (3.000, -1.257, 2.161)  0.47
H (1.383, -1.893, 2.513)  0.35
H (2.294, -2.469, 1.096)  0.32
H (2.301, 0.759, -0.761)  0.33
H (2.979, -0.855, -0.768)  0.30
H (3.529, 0.336, 0.432)  0.43
H (-1.742, -1.232, 2.767)  0.33
H (-2.284, -2.287, 1.435)  0.34
H (-0.653, -2.370, 2.118)  0.46
H (-2.922, 1.640, -0.822)  0.37
H (-1.665, 0.657, -1.523)  0.42
H (-1.699, 2.739, 1.611)  0.44
H (-0.354, 4.829, 1.892)  0.45
H (-0.295, 2.283, -2.378)  0.38

The lowest unoccupied orbital energy comes out at 0.69 eV. The calculation puts the total energy at -1689.9013 hartree. For the HOMO-LUMO gap, the calculation gives 0.35909 hartree. Its SMILES is CNC[C@H](C(C)C)N(C)C(=O)Cc1ccc(Cl)c(Cl)c1. The value obtained for the HOMO energy is -0.33360 Eh. The max |F| comes out at 1.764 eV Å⁻¹. Its energy above the lowest of the compared OMol25 structures with the same formula, charge and spin is 0.7 kcal/mol.

Entry 2:
A cluster of 5 separate species, C27H28F4NO in total at a distorted geometry. Source: the Open Molecules 2025 dataset; level of theory: ωB97M-V with the def2-TZVPD basis set.

Each line ends with the Mulliken charge.
Element x y z (Å)
C (1.192, -0.004, 2.376)  -0.22
N (0.446, -1.326, 2.441)  -0.75
C (0.105, -1.751, 1.001)  -0.12
O (1.274, -2.254, 0.252)  -0.28
C (1.546, -1.437, -0.942)  -0.10
H (2.137, -0.180, 1.672)  0.01
H (0.438, 0.769, 1.868)  -0.05
H (1.490, 0.393, 3.446)  0.22
H (-0.627, -2.684, 1.127)  0.05
H (-0.404, -0.887, 0.390)  0.11
H (2.111, -0.461, -0.559)  -0.02
H (2.332, -2.050, -1.590)  -0.01
H (0.606, -1.167, -1.585)  0.23
F (-0.503, 2.797, 1.752)  -0.09
C (-1.835, 2.903, 1.841)  0.27
C (-2.432, 4.153, 1.715)  -0.57
C (-3.820, 4.263, 1.802)  -0.39
C (-4.595, 3.122, 2.027)  -0.62
C (-3.986, 1.873, 2.157)  -0.21
C (-2.599, 1.762, 2.058)  -0.32
H (-1.813, 5.029, 1.549)  0.38
H (-4.297, 5.234, 1.697)  0.34
H (-5.677, 3.209, 2.100)  0.35
H (-4.591, 0.988, 2.336)  0.32
H (-2.110, 0.798, 2.148)  0.50
F (2.731, -2.536, -4.148)  -0.29
C (4.068, -2.478, -4.086)  0.27
C (4.826, -3.446, -4.735)  -0.48
C (6.218, -3.383, -4.676)  -0.35
C (6.837, -2.357, -3.957)  -0.45
C (6.068, -1.393, -3.304)  -0.38
C (4.676, -1.450, -3.374)  -0.22
H (4.327, -4.240, -5.282)  0.39
H (6.820, -4.131, -5.187)  0.34
H (7.923, -2.311, -3.907)  0.35
H (6.552, -0.598, -2.742)  0.38
H (4.063, -0.704, -2.880)  0.47
F (4.922, 1.429, -0.566)  -0.33
C (4.012, 2.406, -0.671)  0.31
C (3.147, 2.653, 0.390)  -0.29
C (2.203, 3.674, 0.283)  -0.27
C (2.127, 4.431, -0.888)  -0.54
C (2.996, 4.173, -1.949)  -0.35
C (3.948, 3.159, -1.838)  -0.39
H (3.215, 2.049, 1.289)  0.40
H (1.527, 3.880, 1.110)  0.33
H (1.388, 5.224, -0.973)  0.36
H (2.933, 4.761, -2.862)  0.35
H (4.637, 2.951, -2.650)  0.41
F (-5.705, -0.334, 1.564)  -0.26
C (-6.040, -1.609, 1.802)  0.32
C (-5.043, -2.577, 1.869)  -0.44
C (-5.391, -3.904, 2.122)  -0.49
C (-6.733, -4.251, 2.295)  -0.45
C (-7.726, -3.273, 2.221)  -0.40
C (-7.378, -1.944, 1.979)  -0.42
H (-4.007, -2.291, 1.724)  0.64
H (-4.618, -4.667, 2.184)  0.37
H (-7.004, -5.286, 2.488)  0.34
H (-8.771, -3.546, 2.352)  0.34
H (-8.136, -1.170, 1.927)  0.39

The lowest unoccupied orbital energy comes out at 2.64 eV. Its net charge is -1. The calculation puts the total energy at -1574.9734 hartree. For the HOMO-LUMO gap, the calculation gives 0.15999 hartree. The value obtained for the HOMO energy is -0.06297 Eh. The max |F| comes out at 3.702 eV Å⁻¹.

Entry 3:
The molecule C5H8O. Source: the Open Molecules 2025 dataset; level of theory: ωB97M-V with the def2-TZVPD basis set.

Each line ends with the Mulliken charge.
Element x y z (Å)
C (1.902, 0.605, 1.558)  0.03
C (0.987, 0.245, 0.862)  -0.95
C (-0.191, -0.198, 0.078)  1.47
C (-0.987, 1.017, -0.435)  -1.46
C (0.255, -1.086, -1.083)  -1.49
O (-1.018, -1.009, 0.906)  -0.56
H (2.716, 0.917, 2.176)  0.44
H (-0.947, 1.852, 0.270)  0.38
H (-0.608, 1.371, -1.399)  0.34
H (-2.027, 0.710, -0.564)  0.35
H (0.762, -1.976, -0.699)  0.37
H (0.939, -0.529, -1.731)  0.37
H (-0.619, -1.397, -1.666)  0.36
H (-1.164, -0.522, 1.728)  0.36

The lowest unoccupied orbital energy comes out at 0.95 eV. The calculation puts the total energy at -270.4837 hartree. For the HOMO-LUMO gap, the calculation gives 0.40911 hartree. Its SMILES is C#CC(C)(C)O. The value obtained for the HOMO energy is -0.37402 Eh. The max |F| comes out at 0.506 eV Å⁻¹. Its energy above the lowest of the compared OMol25 structures with the same formula, charge and spin is 46.5 kcal/mol.

Entry 4:
A cluster of 2 separate species, C6H14N2O2 in total at a distorted geometry. Source: the Open Molecules 2025 dataset; level of theory: ωB97M-V with the def2-TZVPD basis set.

Each line ends with the Mulliken charge.
Element x y z (Å)
C (-1.232, -1.242, 0.844)  -1.15
N (0.036, -1.338, 1.536)  0.20
C (0.156, -0.442, 2.668)  -0.96
C (0.671, -2.551, 1.603)  0.10
O (1.519, -2.823, 2.433)  -0.57
H (-1.369, -1.772, -0.094)  0.34
H (-1.610, -0.226, 0.721)  0.34
H (-1.977, -1.637, 1.559)  0.47
H (0.900, -0.760, 3.387)  0.37
H (0.393, 0.564, 2.314)  0.24
H (-0.760, -0.357, 3.267)  0.33
H (0.327, -3.239, 0.814)  0.31
C (1.111, 0.405, -1.114)  -0.51
N (0.305, 1.396, -1.822)  0.10
C (-1.062, 1.691, -1.488)  -0.87
C (0.835, 1.982, -2.930)  0.06
O (0.226, 2.725, -3.669)  -0.57
H (2.142, 0.757, -1.082)  0.41
H (1.079, -0.576, -1.587)  0.25
H (0.775, 0.421, -0.081)  -0.12
H (-1.191, 1.838, -0.413)  0.29
H (-1.408, 2.592, -1.983)  0.32
H (-1.751, 0.891, -1.781)  0.29
H (1.882, 1.697, -3.102)  0.33

The lowest unoccupied orbital energy comes out at 0.53 eV. The calculation puts the total energy at -496.9903 hartree. For the HOMO-LUMO gap, the calculation gives 0.36622 hartree. Its SMILES is CN(C)C=O.CN(C)C=O. The value obtained for the HOMO energy is -0.34692 Eh. The max |F| comes out at 2.038 eV Å⁻¹. Its energy above the lowest of the compared OMol25 structures with the same formula, charge and spin is 42.2 kcal/mol.

Entry 5:
The molecule C17H11F3N4OS2 at a distorted geometry. Source: the Open Molecules 2025 dataset; level of theory: ωB97M-V with the def2-TZVPD basis set.

Each line ends with the Mulliken charge.
Element x y z (Å)
C (-0.598, -1.632, -2.798)  -1.46
C (-0.722, -0.431, -1.927)  0.29
C (-1.888, -0.180, -1.197)  -0.32
C (-1.937, 0.950, -0.403)  0.27
C (-3.179, 1.289, 0.382)  0.77
F (-3.773, 2.402, -0.073)  -0.26
F (-4.098, 0.314, 0.323)  -0.30
F (-2.925, 1.487, 1.683)  -0.24
C (-0.837, 1.815, -0.341)  1.11
C (-0.878, 3.005, 0.415)  -0.51
N (-0.903, 3.985, 1.009)  -0.55
C (0.287, 1.460, -1.109)  0.18
S (1.727, 2.477, -1.229)  -0.18
C (2.187, 2.787, 0.526)  -0.39
C (3.546, 2.153, 0.695)  0.11
O (4.573, 2.769, 0.796)  -0.60
N (3.573, 0.771, 0.632)  -0.07
C (2.537, -0.114, 0.691)  0.49
N (1.390, 0.103, 1.218)  -0.41
C (0.577, -0.993, 1.144)  -0.66
C (-0.709, -1.083, 1.664)  -0.30
C (-1.416, -2.255, 1.488)  -0.81
C (-0.856, -3.337, 0.814)  -0.46
C (0.432, -3.278, 0.316)  -0.56
C (1.144, -2.105, 0.486)  1.00
S (2.770, -1.729, -0.007)  -0.35
N (0.316, 0.384, -1.869)  -0.39
H (0.421, -1.714, -3.163)  0.33
H (-0.867, -2.528, -2.244)  0.34
H (-1.274, -1.544, -3.648)  0.39
H (-2.728, -0.854, -1.251)  0.54
H (1.448, 2.332, 1.179)  0.34
H (2.253, 3.862, 0.681)  0.48
H (4.501, 0.377, 0.526)  0.24
H (-1.124, -0.247, 2.204)  0.69
H (-2.417, -2.335, 1.883)  0.44
H (-1.431, -4.242, 0.690)  0.41
H (0.877, -4.121, -0.188)  0.43

The lowest unoccupied orbital energy comes out at -0.49 eV. The calculation puts the total energy at -2044.7237 hartree. For the HOMO-LUMO gap, the calculation gives 0.31180 hartree. Its SMILES is Cc1cc(C(F)(F)F)c(C#N)c(SCC(=O)Nc2nc3ccccc3s2)n1. The value obtained for the HOMO energy is -0.32988 Eh. The max |F| comes out at 1.209 eV Å⁻¹. Its energy above the lowest of the compared OMol25 structures with the same formula, charge and spin is 0.0 kcal/mol.

Entry 6:
A structure of composition C4H6N2 at a distorted geometry. Source: the Open Molecules 2025 dataset; level of theory: ωB97M-V with the def2-TZVPD basis set.

Each line ends with the Mulliken charge.
Element x y z (Å)
N (-0.836, 1.947, -2.555)  -0.48
C (-0.541, 1.325, -1.617)  0.03
C (-0.160, 0.601, -0.467)  -0.03
C (-0.928, -0.473, 0.309)  -0.27
C (0.381, -1.210, 0.287)  -0.41
N (0.914, -0.287, -0.487)  0.03
H (0.629, 1.040, 1.607)  -0.07
H (-1.332, -0.218, 1.292)  0.27
H (-1.689, -0.957, -0.309)  0.31
H (0.868, -2.031, 0.793)  0.36
H (0.849, 0.456, 2.029)  0.06
H (1.845, -0.193, -0.883)  0.21

The lowest unoccupied orbital energy (spin up / spin down) comes out at 0.34 / 0.34 eV. The calculation puts the total energy at -265.3725 hartree. For the HOMO-LUMO gap (spin up / spin down), the calculation gives 0.30116 / 0.30112 hartree. The value obtained for the HOMO energy (spin up / spin down) is -0.28854 / -0.28852 Eh. The max |F| comes out at 1.023 eV Å⁻¹. Its energy above the lowest of the compared OMol25 structures with the same formula, charge and spin is 102.3 kcal/mol.

What did the third record say?
The molecule C5H8O. Source: the Open Molecules 2025 dataset; level of theory: ωB97M-V with the def2-TZVPD basis set.

Each line ends with the Mulliken charge.
Element x y z (Å)
C (1.902, 0.605, 1.558)  0.03
C (0.987, 0.245, 0.862)  -0.95
C (-0.191, -0.198, 0.078)  1.47
C (-0.987, 1.017, -0.435)  -1.46
C (0.255, -1.086, -1.083)  -1.49
O (-1.018, -1.009, 0.906)  -0.56
H (2.716, 0.917, 2.176)  0.44
H (-0.947, 1.852, 0.270)  0.38
H (-0.608, 1.371, -1.399)  0.34
H (-2.027, 0.710, -0.564)  0.35
H (0.762, -1.976, -0.699)  0.37
H (0.939, -0.529, -1.731)  0.37
H (-0.619, -1.397, -1.666)  0.36
H (-1.164, -0.522, 1.728)  0.36

The lowest unoccupied orbital energy comes out at 0.95 eV. The calculation puts the total energy at -270.4837 hartree. For the HOMO-LUMO gap, the calculation gives 0.40911 hartree. Its SMILES is C#CC(C)(C)O. The value obtained for the HOMO energy is -0.37402 Eh. The max |F| comes out at 0.506 eV Å⁻¹. Its energy above the lowest of the compared OMol25 structures with the same formula, charge and spin is 46.5 kcal/mol.